9
Properties=species:S:1:pos:R:3:forces:R:3:lowdin_charge:R:1 method="wB97M-V/def2-TZVPD" smiles="O=[P@@]1(O)OS1.O" de_lowest_kj_mol=102.6 gap_ha=0.3317 largest_force_ha_per_bohr=0.0841 total_energy_ha=-1042.32455
O 1.58531 -0.51295 -0.81630 -2.083 -0.970 -3.665 -0.022
O -0.84695 1.16803 -0.78300 -1.005 -0.785 2.764 -0.133
O -1.10347 -1.32612 -0.05251 0.269 -0.469 0.106 -0.266
O -1.86604 0.68528 1.46859 -0.386 0.397 0.663 -0.526
P -0.91860 0.03680 0.40401 -0.701 1.438 -1.696 0.141
S -0.18838 0.84168 2.10251 0.213 -0.165 0.310 0.728
H -0.27509 0.72705 -1.36838 1.522 -0.628 -2.159 0.015
H 1.97909 -0.14594 -0.09477 2.046 0.952 3.154 -0.013
H 1.63414 -1.47384 -0.86013 0.126 0.231 0.524 0.076

5
Properties=species:S:1:pos:R:3:forces:R:3:lowdin_charge:R:1 method="wB97M-V/def2-TZVPD" charge=-1 de_lowest_kj_mol=34.1 gap_ha=0.2459 largest_force_ha_per_bohr=0.0501 total_energy_ha=-260.51351
N 0.98748 1.46490 0.08923 -0.613 -0.899 -0.090 0.190
N 0.82086 0.43742 0.51127 0.971 2.340 -0.453 -0.345
O 0.88412 -0.54838 1.14027 -0.492 -1.435 0.373 0.034
O -1.20873 -0.34665 -1.19786 0.116 -0.132 0.419 -0.664
H -1.48373 -1.00728 -0.54290 0.017 0.125 -0.249 -0.215

64
Properties=species:S:1:pos:R:3:forces:R:3:lowdin_charge:R:1 method="wB97M-V/def2-TZVPD" charge=+1 de_lowest_kj_mol=109.3 gap_ha="0.1931 / 0.2169" largest_force_ha_per_bohr=0.0326 total_energy_ha=-2090.72546
Pb 0.41340 0.54860 -0.05750 0.389 0.218 -0.166 1.097
O -2.28600 -2.77080 0.93410 -0.218 -0.061 0.235 0.061
C -1.51220 -1.82660 0.94210 0.252 0.069 -0.408 -0.530
N -0.74620 -1.41760 -0.08670 -0.334 0.391 0.022 -0.208
C -1.00630 -2.05370 -1.36000 0.168 -0.306 0.113 -0.170
C -1.21740 -1.03200 -2.44190 -0.218 -0.211 -0.203 -0.260
C -2.04710 -1.28090 -3.53070 0.089 0.153 0.029 0.008
C -2.18680 -0.30840 -4.50560 0.103 0.021 0.149 -0.030
C -1.48050 0.88120 -4.38070 0.050 -0.048 0.054 -0.037
C -0.68460 1.04960 -3.26480 -0.111 0.167 -0.286 -0.124
N -0.56410 0.12270 -2.32120 -0.151 -0.137 0.082 -0.028
C -1.35710 -0.97950 2.17760 -0.299 -0.164 0.515 -0.198
C -2.03190 -1.34460 3.33630 0.130 -0.007 -0.121 0.032
C -1.85180 -0.58780 4.48060 0.107 0.076 -0.151 -0.019
C -1.03230 0.53130 4.41750 -0.002 -0.035 -0.060 -0.026
C -0.44070 0.85560 3.20830 -0.020 0.055 0.261 -0.116
N -0.58990 0.10960 2.12050 -0.274 -0.160 -0.046 -0.033
H -1.87090 -2.72200 -1.27380 0.148 0.119 -0.081 0.127
H -0.14120 -2.67000 -1.64310 -0.096 -0.024 -0.058 0.127
H -2.58420 -2.21460 -3.59580 -0.017 -0.089 0.016 0.124
H -2.84440 -0.46910 -5.34520 -0.044 -0.030 -0.116 0.117
H -1.54640 1.65700 -5.12690 -0.018 0.069 -0.025 0.112
H -0.12290 1.95780 -3.10530 0.065 0.194 -0.037 0.111
H -2.66600 -2.21800 3.30890 0.026 -0.054 -0.018 0.127
H -2.33570 -0.86720 5.40520 -0.029 0.018 0.041 0.120
H -0.85400 1.13740 5.29070 0.010 0.121 0.044 0.113
H 0.17400 1.73810 3.09740 0.095 0.087 0.066 0.108
Te 2.29990 -1.60950 0.65250 1.368 -0.393 -0.021 0.986
C 4.20570 -0.73080 0.25640 -0.396 -0.218 0.185 -0.633
C 4.70290 0.28390 1.07240 -0.261 -0.046 0.102 -0.165
C 5.96190 0.80710 0.84750 0.147 0.078 -0.063 -0.082
C 6.75120 0.31310 -0.18270 -0.090 -0.036 0.038 -0.069
C 6.26640 -0.70480 -0.99190 0.129 0.112 -0.011 -0.078
C 4.99950 -1.21810 -0.78090 -0.252 -0.139 -0.029 -0.157
H 4.10290 0.65200 1.89390 0.000 0.031 0.042 0.087
H 6.33300 1.59750 1.48280 0.044 0.051 0.058 0.107
H 7.74120 0.71480 -0.34640 0.027 0.011 -0.018 0.109
H 6.87720 -1.09810 -1.79140 0.030 -0.029 -0.047 0.109
H 4.62800 -2.00810 -1.41780 -0.024 -0.047 -0.040 0.090
C -0.50320 4.95870 1.97940 -0.014 -0.358 -0.848 -0.148
Si -0.18550 4.12200 0.28740 1.024 1.293 0.306 0.447
C -0.56230 5.25830 -1.20240 -0.093 -0.587 0.576 -0.148
C 1.67220 3.71530 0.18210 -0.808 0.100 0.039 -0.211
N -1.04830 2.60020 0.23290 -0.735 -0.568 -0.439 -0.078
C -2.36840 2.44300 0.08230 0.486 0.236 0.154 -0.349
C -3.29730 3.51060 0.16280 -0.448 0.265 0.081 -0.006
C -4.64860 3.28180 0.04930 0.142 0.492 0.042 -0.047
C -5.14780 1.99870 -0.14850 0.042 -0.020 -0.039 -0.030
C -4.25750 0.93610 -0.25200 0.226 -0.295 -0.012 -0.035
C -2.90790 1.15560 -0.14230 -0.311 -0.391 -0.066 -0.019
H 0.21090 5.76400 2.11650 0.164 0.160 0.010 0.034
H -0.38650 4.26250 2.80380 0.084 -0.193 0.100 0.018
H -1.49740 5.38360 2.06000 -0.223 0.100 -0.026 0.023
H -0.21740 6.26960 -1.00700 0.084 0.139 0.130 0.037
H -1.61930 5.30860 -1.44320 -0.193 0.044 -0.009 0.019
H -0.04610 4.91100 -2.09360 0.120 -0.132 -0.088 0.027
H 2.23640 4.64110 0.22800 0.064 0.263 0.024 0.039
H 1.93550 3.23540 -0.75610 0.052 -0.115 -0.171 0.011
H 2.02290 3.09170 0.99790 0.075 -0.175 0.192 0.008
H -2.93200 4.50340 0.36560 -0.010 0.197 -0.041 0.092
H -5.33020 4.11650 0.11240 -0.066 0.061 0.062 0.117
H -6.21020 1.83050 -0.22260 -0.111 0.004 -0.018 0.118
H -4.61620 -0.06990 -0.41280 -0.059 -0.063 -0.019 0.121
H -2.22440 0.33430 -0.24600 -0.015 -0.259 0.015 0.051

19
Properties=species:S:1:pos:R:3:forces:R:3:lowdin_charge:R:1 method="wB97M-V/def2-TZVPD" smiles="C[C@@H](N)C(=O)O.O.O" de_lowest_kj_mol=206.2 gap_ha=0.3404 largest_force_ha_per_bohr=0.0688 total_energy_ha=-476.59911
O -1.49209 -0.46201 -1.26446 0.335 -0.569 -0.211 0.093
C -0.41807 0.02613 -1.02753 -1.886 2.120 0.008 -0.477
O 0.28609 -0.23493 0.06813 1.969 0.498 0.359 0.103
C 0.06910 1.35216 -1.81740 -0.630 -2.692 2.204 -0.356
C -0.56511 2.59947 -1.16992 1.234 -0.474 0.572 -0.049
N 1.49474 1.35811 -1.85140 1.933 0.550 -0.865 0.027
H 0.01409 -0.89186 0.71925 -0.890 -0.168 -0.610 0.126
H -0.41961 1.15102 -2.74799 0.277 0.179 -0.980 0.127
H -1.65765 2.60542 -1.11624 0.306 0.027 -0.223 0.086
H -0.11735 2.69371 -0.17571 -0.403 -0.144 0.198 0.078
H -0.10756 3.43933 -1.67734 -0.486 0.378 -0.468 0.070
H 2.11513 0.90889 -1.15911 -1.388 0.329 -0.475 0.093
H 1.93841 1.36087 -2.76919 -0.434 -0.024 0.535 0.080
H -3.25907 -1.01746 3.04460 -0.517 -0.117 0.993 0.035
H -2.64672 -0.89427 4.59956 -1.092 -0.246 -0.056 0.026
O -2.53675 -0.85944 3.65424 1.642 0.357 -0.979 -0.060
H 3.26368 -2.52701 2.56268 0.172 -0.120 0.021 0.034
H 2.15275 -2.66275 1.55897 0.287 -0.288 -0.073 0.024
O 2.99112 -3.07450 1.81822 -0.430 0.401 0.050 -0.059